97
Properties=species:S:1:pos:R:3:lowdin_charge:R:1 method="wB97M-V/def2-TZVPD" total_charge=+1 e_lumo_ev=-2.37 homo_ev=-10.6
Sn 1.2698 2.3184 0.0993 1.29
C 4.4104 -0.5762 -1.8197 -0.16
Si 3.8740 0.3505 -0.2940 0.34
C 4.9049 -0.1836 1.1781 -0.18
C 4.3514 2.1452 -0.5535 -0.23
N 2.1205 0.2344 0.0232 -0.37
P 1.1321 -1.0106 -0.2347 0.84
C -0.1634 -1.0998 0.9845 -0.41
P -0.5720 0.1349 1.9888 0.92
N 0.0841 1.4913 2.2942 -0.33
Si -0.3975 2.7382 3.4626 0.34
C 0.7092 4.2134 3.2125 -0.20
C -2.1646 3.2583 3.1741 -0.16
C -0.1487 2.0470 5.1756 -0.17
C -2.0752 -0.2840 2.8711 -0.32
C -2.0594 -0.7860 4.1698 -0.08
C -3.2555 -1.0789 4.8063 -0.05
C -4.4616 -0.8684 4.1528 -0.06
C -4.4784 -0.3724 2.8562 -0.06
C -3.2865 -0.0836 2.2119 -0.09
C -0.5823 -2.4510 1.5448 -0.31
C -1.7067 -3.1170 1.0680 -0.04
C -2.1084 -4.3177 1.6337 -0.06
C -1.3796 -4.8711 2.6768 -0.07
C -0.2481 -4.2206 3.1503 -0.06
C 0.1455 -3.0152 2.5899 -0.07
C 1.9484 -2.6129 -0.1592 -0.29
C 1.5136 -3.6852 -0.9367 -0.06
C 2.0821 -4.9386 -0.7659 -0.05
C 3.0792 -5.1309 0.1799 -0.06
C 3.4968 -4.0722 0.9747 -0.06
C 2.9219 -2.8225 0.8134 -0.11
C 0.2765 -1.0228 -1.8321 -0.29
C -1.1099 -0.9662 -1.9105 -0.08
C -1.7517 -1.0491 -3.1394 -0.06
C -1.0091 -1.1939 -4.2997 -0.06
C 0.3795 -1.2652 -4.2304 -0.07
C 1.0173 -1.1866 -3.0042 -0.08
H 5.4759 -0.3870 -1.9754 0.05
H 3.8860 -0.2165 -2.7051 0.02
H 4.2787 -1.6571 -1.7314 0.03
H 5.8386 0.3849 1.1544 0.04
H 5.1795 -1.2378 1.1775 0.02
H 4.4107 0.0489 2.1249 0.04
H 5.4290 2.1088 -0.7455 0.05
H 4.2149 2.7761 0.3265 0.02
H 3.8864 2.6270 -1.4142 0.02
H 0.5921 4.6794 2.2331 0.01
H 1.7663 3.9795 3.3542 0.04
H 0.4335 4.9626 3.9604 0.04
H -2.3257 3.5352 2.1277 0.03
H -2.3815 4.1394 3.7840 0.04
H -2.8855 2.4844 3.4418 0.02
H 0.7756 1.4682 5.2353 0.04
H -0.9781 1.4057 5.4787 0.02
H -0.0774 2.8592 5.9029 0.04
H -1.1201 -0.9616 4.6785 0.11
H -3.2454 -1.4754 5.8127 0.11
H -5.3927 -1.0966 4.6545 0.11
H -5.4205 -0.2157 2.3473 0.11
H -3.2954 0.2912 1.1964 0.09
H -2.2742 -2.6825 0.2530 0.11
H -2.9910 -4.8207 1.2607 0.11
H -1.6921 -5.8072 3.1204 0.11
H 0.3250 -4.6494 3.9622 0.11
H 1.0236 -2.5030 2.9658 0.11
H 0.7373 -3.5498 -1.6780 0.11
H 1.7446 -5.7664 -1.3751 0.11
H 3.5242 -6.1093 0.3044 0.11
H 4.2599 -4.2226 1.7271 0.11
H 3.2116 -2.0106 1.4649 0.08
H -1.6906 -0.8511 -1.0034 0.09
H -2.8316 -0.9891 -3.1863 0.11
H -1.5078 -1.2608 -5.2580 0.11
H 0.9632 -1.3989 -5.1323 0.11
H 2.0938 -1.2780 -2.9580 0.09
C -5.5379 2.0210 -1.2178 -0.06
O -4.9220 2.2289 -2.4801 -0.05
C -3.5793 2.2350 -2.5360 -0.27
C -3.0260 2.4656 -3.8095 0.01
C -1.6697 2.4923 -3.9372 -0.01
C -0.7877 2.2949 -2.8473 -0.11
C 0.6366 2.2644 -3.0949 -0.35
C 1.1581 2.3768 -4.5022 0.01
O 1.4921 2.1420 -2.1978 -0.15
C -1.3583 2.0502 -1.5726 -0.33
O -0.6778 1.8008 -0.4707 -0.32
C -2.7589 2.0335 -1.4450 0.05
H -6.6076 2.0654 -1.3950 0.10
H -5.2515 2.8005 -0.5084 0.10
H -5.2767 1.0391 -0.8131 0.09
H -3.6858 2.6275 -4.6498 0.12
H -1.2549 2.6750 -4.9184 0.11
H 0.8634 3.3279 -4.9474 0.10
H 0.7590 1.5764 -5.1263 0.09
H 2.2420 2.3152 -4.4760 0.09
H -3.1528 1.8752 -0.4534 0.09

54
Properties=species:S:1:pos:R:3:lowdin_charge:R:1 method="wB97M-V/def2-TZVPD" total_charge=+1 e_lumo_ev="-5.14 / -5.19" s_squared=0.766 multiplicity=2 homo_ev="-11.6 / -11.6"
Ru -0.1131 -0.1678 -0.4233 1.50
C -2.9257 -3.2277 1.3914 -0.02
C -2.5273 -2.4043 0.3465 -0.11
N -1.3677 -1.8285 0.6490 -0.01
N -1.0131 -2.2383 1.8687 -0.03
C -1.9312 -3.0886 2.3421 -0.04
B 0.2537 -1.7118 2.5652 -0.50
N 0.0712 -0.1895 2.7268 -0.02
C 0.2154 0.5264 3.8501 -0.03
C -0.1221 1.8407 3.5794 -0.02
C -0.4727 1.8400 2.2325 -0.13
N -0.3569 0.6108 1.7441 -0.02
N 1.4501 -1.9905 1.6423 -0.04
C 2.4007 -2.9171 1.8086 -0.04
C 3.2526 -2.8721 0.7169 -0.02
C 2.7282 -1.8716 -0.0958 -0.10
N 1.6457 -1.3553 0.4816 -0.01
H -3.8007 -3.8397 1.4379 0.10
H -3.0197 -2.2109 -0.5849 0.11
H -1.8316 -3.5263 3.3144 0.13
H 0.4079 -2.2321 3.6115 0.13
H 0.5380 0.0692 4.7639 0.13
H -0.1100 2.6682 4.2564 0.11
H -0.8190 2.6465 1.6155 0.12
H 2.4036 -3.5495 2.6733 0.13
H 4.1233 -3.4670 0.5430 0.11
H 3.0815 -1.5077 -1.0413 0.12
O -3.3865 1.6519 -3.0664 0.18
C -2.6132 0.8520 -2.3634 -0.46
O -2.0684 1.1799 -1.3334 0.05
C -2.5184 -0.5298 -2.9902 -0.08
O -1.5713 -1.3130 -2.3022 -0.24
C -0.7605 -2.1670 -3.0480 -0.10
C 0.8000 -1.6609 -3.0560 -0.67
O 1.5404 -2.4062 -3.6432 0.08
O 0.9520 -0.5911 -2.4537 -0.09
H -3.4927 2.5330 -2.6645 0.16
H -2.2912 -0.4304 -4.0575 0.16
H -3.5092 -1.0048 -2.8922 0.16
H -1.0596 -2.2778 -4.0906 0.13
H -0.7228 -3.1379 -2.5482 0.13
C 1.8476 4.1153 0.2112 -0.14
C 1.3570 4.3322 -1.2198 -0.14
C 0.5208 3.0753 -1.4921 -0.18
O 0.9290 2.0852 -0.5457 -0.26
C 2.0048 2.5989 0.2392 -0.19
H 1.1022 4.4373 0.9386 0.11
H 2.7816 4.6327 0.4162 0.12
H 2.2094 4.3760 -1.8967 0.12
H 0.7769 5.2440 -1.3331 0.12
H 0.6738 2.6805 -2.5026 0.13
H -0.5514 3.2535 -1.3409 0.11
H 2.9567 2.3006 -0.2200 0.14
H 1.9320 2.1652 1.2390 0.11